A | Entry from OMol25: a 2-piece molecular cluster, C5H12O2 overall (ωB97M-V/def2-TZVPD).

Last column: Löwdin charge in e.
Cartesian coordinates (Å):
1 C 2.625 0.417 1.589  -0.10
2 C 1.159 0.212 1.203  -0.23
3 C 1.178 -0.462 -0.146  -0.34
4 O 1.218 -1.660 -0.301  0.05
5 H 3.140 -0.548 1.573  0.08
6 H 3.121 1.081 0.872  0.08
7 H 2.723 0.853 2.586  0.07
8 H 0.646 -0.434 1.923  0.12
9 H 0.628 1.171 1.154  0.11
10 H 1.218 0.225 -1.022  0.13
11 C -1.916 -0.272 -1.961  -0.08
12 C -1.648 0.174 -0.532  -0.35
13 O -2.817 0.350 0.241  -0.07
14 H -2.244 -1.317 -1.987  0.08
15 H -2.692 0.354 -2.410  0.08
16 H -1.008 -0.199 -2.571  0.07
17 H -0.997 -0.561 -0.050  0.08
18 H -1.132 1.142 -0.525  0.11
19 H -3.203 -0.525 0.365  0.09

Computed properties:
net charge = 0
SMILES string = CCC=O.CCO
orbital gap = 10.663 eV

***

B | Entry from OMol25: C5H12O2 in the gas phase (ωB97M-V/def2-TZVPD).

Last column: Löwdin charge in e.
Cartesian coordinates (Å):
1 C 2.618 -0.745 0.434  -0.11
2 C 1.633 0.134 -0.333  -0.22
3 C 0.202 -0.087 0.151  -0.43
4 O 0.068 0.593 1.384  -0.03
5 C -0.851 0.351 -0.870  -0.14
6 C -2.269 0.039 -0.419  -0.25
7 O -2.584 0.885 0.686  -0.08
8 H 3.654 -0.575 0.121  0.07
9 H 2.544 -0.542 1.507  0.08
10 H 2.390 -1.806 0.277  0.07
11 H 1.699 -0.059 -1.412  0.11
12 H 1.869 1.194 -0.179  0.12
13 H 0.060 -1.175 0.307  0.14
14 H -0.876 0.782 1.508  0.06
15 H -0.670 -0.180 -1.814  0.12
16 H -0.759 1.425 -1.070  0.13
17 H -2.332 -1.019 -0.120  0.12
18 H -2.983 0.202 -1.238  0.12
19 H -3.413 0.586 1.079  0.10

Computed properties:
net charge = 0
SMILES string = CC[C@@H](O)CCO
orbital gap = 10.560 eV

***

C | Entry from OMol25: C5H12O2 as an isolated structure (ωB97M-V/def2-TZVPD).

Last column: Löwdin charge in e.
Cartesian coordinates (Å):
1 C -1.950 -0.325 -2.646  -0.09
2 C -1.652 -0.334 -1.155  -0.33
3 O -0.567 -1.192 -0.849  -0.09
4 C 0.640 0.068 1.439  -0.14
5 C 1.700 0.706 2.347  -0.18
6 O 2.373 1.283 1.210  -0.12
7 C 1.579 0.490 0.314  -0.22
8 H -2.120 -1.349 -2.994  0.08
9 H -1.097 0.083 -3.202  0.07
10 H -2.830 0.283 -2.879  0.07
11 H -2.505 -0.727 -0.593  0.12
12 H -1.468 0.690 -0.786  0.11
13 H -0.314 0.602 1.412  0.10
14 H 0.455 -1.001 1.545  0.10
15 H 1.375 1.464 3.071  0.11
16 H 2.334 -0.038 2.849  0.11
17 H 0.226 -0.812 -1.248  0.06
18 H 2.164 -0.333 -0.125  0.12
19 H 1.139 1.086 -0.499  0.11

Computed properties:
net charge = 0
orbital gap = 10.544 eV

***

D | Entry from OMol25: a 2-piece molecular cluster, C5H12O2 overall (ωB97M-V/def2-TZVPD).

Last column: Löwdin charge in e.
Cartesian coordinates (Å):
1 C 2.229 0.392 1.335  -0.10
2 C 0.725 0.394 1.118  -0.22
3 C 0.342 -0.196 -0.229  -0.39
4 O 0.716 -1.559 -0.356  -0.01
5 C -1.133 0.021 -0.481  -0.48
6 C -1.596 -0.173 -1.899  -0.05
7 O -1.921 -0.422 0.531  0.03
8 H 2.637 -0.618 1.227  0.07
9 H 2.727 1.032 0.597  0.08
10 H 2.482 0.765 2.331  0.07
11 H 0.211 -0.178 1.904  0.12
12 H 0.316 1.410 1.161  0.11
13 H 0.866 0.328 -1.038  0.16
14 H 0.419 -2.013 0.444  0.10
15 H -1.170 1.552 -0.472  0.17
16 H -2.647 -0.459 -2.044  0.08
17 H -1.476 0.951 -1.736  0.06
18 H -0.909 -0.676 -2.592  0.09
19 H -2.818 -0.551 0.198  0.11

Computed properties:
net charge = 0
orbital gap = 9.637 eV

***

The relative energies come out as A 0.0270; B 0.0000; C 0.0590; D 0.1110, with values in hartree.

***

A | Entry from OMol25: a 3-piece molecular cluster, C5H12O2 overall (ωB97M-V/def2-TZVPD).

Last column: Löwdin charge in e.
Cartesian coordinates (Å):
1 C -2.014 -1.759 -1.631  0.00
2 C -1.524 -0.467 -1.370  -0.20
3 C -0.077 -0.060 -1.497  -0.16
4 C 0.259 1.177 -1.059  -0.19
5 C 1.140 2.288 -1.756  -0.12
6 H -3.101 -1.690 -1.463  0.04
7 H -1.355 -2.629 -1.949  0.08
8 H -2.313 0.208 -1.010  0.09
9 H 0.803 -0.659 -1.954  0.14
10 H -0.673 1.768 -0.871  0.09
11 H 1.312 3.419 -1.408  0.10
12 H 2.123 1.800 -1.990  0.06
13 H 0.472 2.467 -2.648  0.07
14 O 1.586 -0.192 4.015  -0.01
15 H 1.634 -0.376 4.896  -0.02
16 H 0.918 -0.767 3.625  0.02
17 O 0.125 -1.002 1.636  -0.05
18 H -0.801 -0.782 1.422  0.05
19 H 0.589 -0.277 2.019  0.00

Computed properties:
net charge = 0
SMILES string = C=C/C=C/C.O.O
orbital gap = 9.155 eV

***

B | Entry from OMol25: a 2-piece molecular cluster, C5H12O2 overall (ωB97M-V/def2-TZVPD).

Last column: Löwdin charge in e.
Cartesian coordinates (Å):
1 C 1.279 0.394 -1.875  -0.05
2 C 1.021 -0.649 -0.796  -0.39
3 O 1.583 -1.849 -1.209  -0.04
4 C -0.533 -1.131 -0.187  -0.33
5 O -1.278 -1.693 -0.977  0.00
6 H 0.684 0.140 -2.757  0.09
7 H 1.020 1.400 -1.542  0.07
8 H 2.332 0.445 -2.156  0.08
9 H 1.557 -0.348 0.114  0.12
10 H 0.922 -2.557 -1.351  0.11
11 H -0.360 -1.588 0.801  0.13
12 C -1.438 0.703 0.903  -0.15
13 C -0.640 1.137 2.119  -0.14
14 H -2.076 1.493 0.503  0.09
15 H -2.192 -0.042 1.149  0.08
16 H -0.591 0.415 -0.030  0.12
17 H 0.093 0.381 2.403  0.07
18 H -0.072 2.046 1.925  0.07
19 H -1.311 1.304 2.964  0.07

Computed properties:
net charge = 0
SMILES string = C[C@H](O)C=O.CC
orbital gap = 9.996 eV

***

C | Entry from OMol25: a 3-piece molecular cluster, C5H12O2 overall (ωB97M-V/def2-TZVPD).

Last column: Löwdin charge in e.
Cartesian coordinates (Å):
1 C -1.371 -1.351 -1.150  0.01
2 C -0.143 -1.593 -0.682  -0.17
3 C 0.334 -1.333 0.692  -0.40
4 C -0.568 -1.279 1.672  0.06
5 C 1.824 -1.342 0.931  -0.06
6 H -2.053 -0.792 -0.518  0.06
7 H -1.722 -2.046 -1.893  0.06
8 H 0.414 -2.316 -1.279  0.11
9 H -0.263 -0.968 2.663  0.07
10 H -1.582 -1.613 1.533  0.06
11 H 2.119 -2.247 1.454  0.08
12 H 2.361 -1.224 -0.007  0.08
13 H 2.103 -0.475 1.531  0.08
14 O 0.443 1.795 -0.098  -0.05
15 H -0.424 2.194 -0.252  0.03
16 H 0.153 0.872 -0.022  0.00
17 O -0.322 4.804 -1.677  -0.05
18 H -1.264 4.952 -1.593  0.03
19 H -0.040 3.964 -1.306  0.00

Computed properties:
net charge = 0
SMILES string = C=CC(=C)C.O.O
orbital gap = 9.723 eV

***

The relative energies come out as A 0.0626; B 0.0461; C 0.0000, with values in hartree.